Record 1
A molecular structure, C23H24CuN8S in a non-equilibrium geometry, computed with ωB97M-V/def2-TZVPD.

Positions of all 57 atoms, in Å:
Cu: 0.122 -0.133 0.516
N: -1.126 -2.739 3.405
C: -1.174 -1.586 2.700
S: -0.100 -0.312 3.131
N: -2.124 -1.480 1.799
N: -2.006 -0.532 0.882
C: -3.073 -0.047 0.359
C: -3.040 0.890 -0.749
C: -4.221 1.540 -1.128
C: -4.180 2.464 -2.153
C: -2.968 2.721 -2.780
C: -1.854 2.014 -2.354
N: -1.877 1.125 -1.371
H: -0.310 -2.864 3.977
H: -1.544 -3.558 2.991
H: -4.045 -0.313 0.769
H: -5.145 1.320 -0.609
H: -5.081 2.978 -2.464
H: -2.896 3.440 -3.584
H: -0.888 2.164 -2.829
N: 2.389 2.190 0.074
C: 2.735 0.947 -0.435
C: 4.080 0.571 -0.421
C: 4.437 -0.605 -1.047
C: 3.463 -1.347 -1.704
C: 2.158 -0.912 -1.635
N: 1.783 0.196 -0.981
C: 1.147 2.689 0.419
C: 0.970 4.076 0.386
C: -0.207 4.620 0.848
C: -1.172 3.775 1.380
C: -0.930 2.420 1.356
N: 0.181 1.873 0.847
H: 3.151 2.837 0.169
H: 4.811 1.185 0.088
H: 5.465 -0.943 -1.025
H: 3.710 -2.252 -2.239
H: 1.362 -1.463 -2.117
H: 1.759 4.707 -0.002
H: -0.365 5.690 0.810
H: -2.091 4.157 1.799
H: -1.629 1.722 1.787
C: -1.326 -2.275 -1.429
C: -0.188 -2.800 -0.607
C: 0.316 -4.086 -0.592
C: 1.384 -4.093 0.332
C: 1.495 -2.810 0.836
C: 2.544 -2.314 1.780
N: 0.525 -2.022 0.268
H: -1.327 -2.743 -2.415
H: -1.257 -1.191 -1.552
H: -2.286 -2.499 -0.958
H: -0.046 -4.913 -1.185
H: 2.021 -4.924 0.596
H: 3.203 -3.140 2.046
H: 2.110 -1.897 2.687
H: 3.152 -1.522 1.327

Results
HOMO level (spin up / spin down): -6.37 / -6.37 eV
2S+1: 2

Results of the Mulliken charge analysis, in e, for atoms 1 through 5: number 1, Cu, carries -1.11; number 2, N, carries -0.40; number 3, C, carries 0.41; number 4, S, carries -0.36; number 5, N, carries -1.73

Record 2
CH4N2S in the gas phase in a non-equilibrium geometry, computed with ωB97M-V/def2-TZVPD.

Positions of all 8 atoms, in Å:
H: -1.131 -1.829 -0.483
N: -1.496 -0.825 -0.179
C: -0.829 0.267 -0.128
N: 0.519 0.559 -0.373
S: 1.804 -0.415 -0.210
H: -1.399 1.333 0.439
H: 0.654 1.670 -0.151
H: 1.878 -0.761 1.086

Results
HOMO level: -9.48 eV
SMILES: [H]/N=C\NS

Results of the Mulliken charge analysis, in e, for atoms 1 through 5: number 1, H, carries 0.26; number 2, N, carries -0.53; number 3, C, carries 0.16; number 4, N, carries -0.30; number 5, S, carries -0.18

Record 3
2 unconnected molecules or ions with the total composition C8H14FN2S in a non-equilibrium geometry, computed with ωB97M-V/def2-TZVPD.

Positions of all 26 atoms, in Å:
C: 0.072 2.321 3.191
C: 1.808 2.082 1.497
C: -0.021 1.201 2.389
C: -0.882 -2.221 -1.822
C: 0.373 -0.177 -2.584
C: -1.375 0.004 -0.800
C: -0.941 0.198 2.548
C: -0.415 -0.841 -1.404
N: 1.032 1.066 1.467
N: 0.829 -1.092 -0.283
F: -1.064 -0.794 1.609
S: 1.479 3.225 2.766
H: -0.320 2.597 4.141
H: 2.751 2.348 0.832
H: -0.456 -2.407 -2.828
H: -0.443 -3.041 -1.266
H: -1.939 -2.379 -1.899
H: 1.242 -0.723 -3.073
H: -0.342 -0.091 -3.431
H: 0.607 0.967 -2.409
H: -1.008 0.926 -0.662
H: -2.376 0.047 -1.128
H: -1.777 0.191 3.299
H: 0.973 -0.179 0.489
H: 1.650 -1.238 -0.851
H: 0.543 -1.988 0.210

Results
HOMO level (spin up / spin down): -12.50 / -11.10 eV
Charge: +1

Results of the Mulliken charge analysis, in e, for atoms 1 through 5: number 1, C, carries -0.51; number 2, C, carries -0.15; number 3, C, carries 0.64; number 4, C, carries -1.37; number 5, C, carries -1.56

What did we get for energy? Answer: -3367.574438; -548.114703; -920.394077 Eh, in the order shown.